a | Entry from the Open Molecules 2025 dataset: a gas-phase ion, C5H13N2O (charge +1) (the ωB97M-V functional and the def2-TZVPD basis).

Computed properties:
Kohn-Sham gap: 10.42 eV
LUMO: -0.12835 hartree
SMILES string: CN(C=O)C(C)(C)[NH3+]
Highest occupied orbital energy: -13.913 eV

```
! wB97M-V def2-TZVPD RIJCOSX def2/J DEFGRID3
* xyz 1 1
H -1.911 0.456 1.339
C 0.230 -2.034 -0.774
C -1.039 1.085 0.937
H 0.808 -2.570 0.015
H 1.673 -0.918 1.354
O -0.261 -2.787 -1.589
C 0.124 0.152 0.434
H 0.964 0.441 2.276
H -0.989 0.873 -1.879
H -1.448 1.622 0.118
N 0.004 -0.664 -0.678
C -0.953 -0.216 -1.762
N 1.171 1.260 -0.195
C 0.804 -0.409 1.590
H 0.651 1.655 -0.988
H 0.203 -1.057 2.114
H 1.105 1.928 0.653
H -0.589 1.637 1.729
H 2.024 0.944 -0.515
H -0.614 -0.791 -2.588
H -1.957 -0.608 -1.592
*
```

b | Entry from the Open Molecules 2025 dataset: a molecular structure, C5H13N2O (the ωB97M-V functional and the def2-TZVPD basis).

Computed properties:
Kohn-Sham gap: 5.85 eV
LUMO: -0.29297 hartree
Highest occupied orbital energy: -13.823 eV

```
! wB97M-V def2-TZVPD RIJCOSX def2/J DEFGRID3
* xyz 1 1
O -0.244 -0.080 1.788
C -2.529 -1.444 0.303
C 0.305 -0.106 0.725
H 2.238 0.367 -1.434
H -0.288 2.475 -1.550
H 0.119 3.365 -0.274
C -1.130 -1.930 0.030
H 2.108 0.859 1.519
C 2.136 1.027 -0.575
N 0.089 2.394 -0.602
C 1.809 0.273 0.648
H -2.680 -0.929 1.255
H -3.261 -2.255 0.355
H -1.114 -2.599 -0.820
H -0.726 -2.363 0.937
H 0.992 1.873 -0.642
H -2.988 -0.760 -0.424
H 2.954 1.726 -0.448
N -0.180 -0.859 -0.328
H 0.019 -0.373 -1.187
H 2.372 -0.662 0.724
*
```

It comes down to a, which is 320.4 kJ/mol more stable than the next structure.

a | Entry from the Open Molecules 2025 dataset: a gas-phase ion, C5H13N2O (charge +1) (the ωB97M-V functional and the def2-TZVPD basis).

Computed properties:
Kohn-Sham gap: 9.95 eV
LUMO: -0.12558 hartree
SMILES string: N/C=[NH+]\CCCCO
Highest occupied orbital energy: -13.362 eV

```
! wB97M-V def2-TZVPD RIJCOSX def2/J DEFGRID3
* xyz 1 1
O 2.181 0.638 2.472
H -0.062 2.141 -2.330
C -1.116 -1.282 -0.822
H 0.606 -2.125 0.201
N -0.408 1.202 -2.191
H 0.063 0.777 0.765
H 2.072 0.811 3.408
H -1.743 -1.984 -0.278
C -1.434 1.070 -1.380
H 0.419 -0.423 2.755
C 0.310 -1.174 -0.250
H 0.961 -1.177 -1.129
H 1.917 -1.297 2.012
H -1.944 2.003 -1.156
H 1.663 0.402 0.182
N -1.874 0.009 -0.790
H -1.026 -1.624 -1.851
H 0.217 0.453 -2.418
C 0.793 -0.027 0.673
C 1.264 -0.425 2.075
H -2.771 -0.054 -0.325
*
```

b | Entry from the Open Molecules 2025 dataset: 2 unconnected molecules or ions with the total composition C5H13N2O (the ωB97M-V functional and the def2-TZVPD basis).

Computed properties:
Kohn-Sham gap: 4.73 eV
LUMO: -0.30813 hartree
Highest occupied orbital energy: -13.111 eV

```
! wB97M-V def2-TZVPD RIJCOSX def2/J DEFGRID3
* xyz 1 1
N -2.706 0.235 -1.980
H 1.371 1.022 1.214
H -2.695 -0.806 2.366
H -1.896 0.404 -1.407
C 1.877 -0.717 0.337
H 2.325 1.902 -0.862
N -0.332 0.128 0.157
H -2.440 0.306 -2.956
H 1.391 0.888 -1.928
H -0.164 -0.478 2.159
O 2.914 -0.918 -0.168
H -0.618 -1.733 1.082
H 0.513 2.098 -1.122
C -0.784 -0.660 1.269
C 0.988 0.588 0.257
C 1.354 1.428 -0.977
H -2.373 0.739 1.662
H -3.449 0.913 -1.874
H -2.844 -0.535 0.578
C -2.256 -0.334 1.483
H 1.466 -1.482 1.018
*
```

It comes down to a, which is 430.0 kJ/mol more stable than the next structure.

a | Entry from the Open Molecules 2025 dataset: a gas-phase ion, C5H13N2O (charge +1) (the ωB97M-V functional and the def2-TZVPD basis).

Computed properties:
Kohn-Sham gap: 9.08 eV
LUMO: -0.13740 hartree
SMILES string: N/C(=C\[NH3+])CCCO
Highest occupied orbital energy: -12.816 eV

```
! wB97M-V def2-TZVPD RIJCOSX def2/J DEFGRID3
* xyz 1 1
C 0.238 -1.487 -0.257
H -1.345 3.546 -0.095
H 2.215 -3.171 -0.692
H -1.429 2.742 -1.629
C -1.361 1.417 -0.046
H 1.213 -0.290 1.308
H 0.940 2.712 -0.343
H 1.919 1.369 0.003
H -0.440 -0.552 1.611
C 0.252 -0.352 0.793
O 2.025 -3.068 0.234
H 0.095 -3.670 0.099
H -2.672 2.843 -0.658
H 0.895 -1.194 -1.084
N 0.989 1.722 -0.163
H -2.246 0.849 0.185
C -0.104 0.939 0.080
H 0.560 -2.653 1.555
N -1.656 2.733 -0.633
C 0.637 -2.805 0.484
H -0.725 -1.630 -0.751
*
```

b | Entry from the Open Molecules 2025 dataset: a gas-phase ion, C5H13N2O (charge +1) (the ωB97M-V functional and the def2-TZVPD basis).

Computed properties:
Kohn-Sham gap: 11.00 eV
LUMO: -0.11965 hartree
SMILES string: NCCC[C@@H]([NH3+])C=O
Highest occupied orbital energy: -14.259 eV

```
! wB97M-V def2-TZVPD RIJCOSX def2/J DEFGRID3
* xyz 1 1
N -1.442 -0.158 1.578
H 0.983 -0.916 0.347
C -0.271 0.722 1.717
C 0.671 -0.705 -0.659
H -0.812 -1.889 -1.465
H 1.843 1.133 -0.674
H -0.978 1.796 0.026
C 0.001 1.513 0.426
H 0.445 2.466 0.700
H 0.594 0.166 2.070
O 1.083 -1.736 -2.740
H -0.481 1.471 2.487
H 2.575 -1.600 -1.364
N -0.762 -1.023 -0.924
C 1.531 -1.429 -1.671
H -1.161 -0.250 -1.454
C 0.823 0.818 -0.675
H -1.262 -1.066 -0.002
H 0.442 1.178 -1.626
H -2.326 0.335 1.564
H -1.498 -0.825 2.339
*
```

It comes down to b, which is 90.4 kJ/mol more stable than the next structure.